[1]
2 unconnected molecules or ions with the total composition C4H10NO3 at a distorted geometry, computed with ωB97M-V with the def2-TZVPD basis set.

* relative energy (zero: lowest compared OMol25 entry of this formula, charge and spin): 352.02 kJ/mol
* net charge: -1

Structure (XYZ):
```
18
Properties=species:S:1:pos:R:3:forces:R:3:lowdin_charge:R:1
C 1.12851 -0.44223 1.10830 0.43 -2.51 -1.54 -0.501
O 1.60766 0.78604 1.04597 0.72 0.62 0.08 -0.280
C -0.38036 -0.55197 0.64816 1.03 1.24 0.48 -0.316
C -0.58948 -0.37548 -0.94203 4.31 0.53 2.35 -0.149
C -1.96899 -0.56839 -1.26541 -0.50 -1.25 -2.31 -0.315
O -2.27007 -1.29931 -2.21077 -0.72 0.62 0.93 -0.020
N -1.01435 0.60831 1.42522 -2.78 -4.33 -3.63 0.050
H 1.73907 -1.27700 0.56778 -0.42 0.86 -0.87 0.088
H 1.25667 -1.06334 2.03259 -0.73 1.07 1.02 0.074
H -0.68699 -1.59336 0.91668 -0.55 0.91 0.16 0.121
H -0.14702 0.70254 -1.16110 -0.93 -2.03 0.10 0.135
H 0.13632 -1.20567 -1.39164 -1.77 1.92 0.47 0.155
H -2.72265 -0.05432 -0.65754 -0.17 0.04 0.08 0.113
H -0.77082 1.42177 0.96794 1.15 1.98 -0.19 0.028
H -0.85540 0.48164 2.35664 0.95 0.39 2.67 0.014
H 2.15501 1.18573 -1.79303 0.66 -0.75 -0.86 -0.023
H 1.73130 1.42287 -0.32806 -0.44 0.30 -0.54 0.011
O 1.65157 1.82217 -1.31969 -0.26 0.40 1.60 -0.184
```
Forces are in eV/Å.

[2]
2 unconnected molecules or ions with the total composition C4H10NO3 at a distorted geometry, computed with ωB97M-V with the def2-TZVPD basis set.

* relative energy (zero: lowest compared OMol25 entry of this formula, charge and spin): 260.47 kJ/mol
* net charge: -1

Structure (XYZ):
```
18
Properties=species:S:1:pos:R:3:forces:R:3:lowdin_charge:R:1
C 0.06793 -1.06777 1.27671 0.30 -1.38 0.95 -0.438
O -0.10774 -2.23623 0.61318 0.21 0.07 -0.51 -0.329
C 0.89083 -0.01513 0.49642 0.81 0.07 0.00 -0.393
C 0.48295 1.42786 0.83784 -0.52 0.00 -1.36 -0.140
C 0.67702 2.35572 -0.36676 -0.29 -0.58 1.49 -0.296
O -0.22484 3.05886 -0.74877 0.37 0.28 -0.63 0.016
N 0.79520 -0.22593 -0.98264 -0.14 1.04 1.16 0.041
H -0.90085 -0.60921 1.60789 0.12 0.12 -0.04 0.088
H 0.65995 -1.33773 2.22160 -0.55 0.89 -0.34 0.099
H 1.92008 -0.15499 0.82333 0.35 -0.10 -0.42 0.116
H -0.59023 1.38019 1.01084 -0.21 0.40 0.18 0.096
H 0.94838 1.92936 1.69105 0.22 -0.46 0.11 0.113
H 1.70725 2.36014 -0.76774 -0.17 0.24 -0.36 0.113
H -0.21017 -0.15209 -1.13130 0.02 -0.29 -0.52 0.069
H 1.01507 -1.20263 -1.13613 -0.24 -0.21 0.12 0.061
H -2.67448 -1.90851 -0.64216 0.77 -0.43 -0.19 0.002
H -1.11946 -2.29641 -0.55341 -0.46 -0.10 0.76 -0.037
O -1.98407 -2.43238 -1.09031 -0.59 0.46 -0.41 -0.183
```
Forces are in eV/Å.

[3]
C4H10NO3P in the gas phase at a distorted geometry, computed with ωB97M-V with the def2-TZVPD basis set.

* SMILES string: C/C=[N+](/[O-])OP(C)(C)=O
* relative energy (zero: lowest compared OMol25 entry of this formula, charge and spin): 424.62 kJ/mol

Structure (XYZ):
```
19
Properties=species:S:1:pos:R:3:forces:R:3:lowdin_charge:R:1
C 1.50704 1.06459 -1.22513 0.56 1.91 -0.32 -0.091
C 1.68175 -0.36207 -1.45349 0.85 -0.57 -0.75 -0.101
N 0.87947 -1.32245 -1.08105 2.76 2.55 -1.94 -0.376
O 1.16082 -2.49201 -1.11860 -1.00 -2.31 0.33 0.026
O -0.38341 -0.85576 -0.71193 -0.56 -0.83 1.04 -0.171
P -0.30465 -0.31997 0.84180 -0.05 1.47 1.04 0.682
C -1.22259 1.46192 0.32981 -0.30 -2.27 1.07 -0.109
C -1.53340 -1.36020 1.77065 -0.85 1.00 -0.24 -0.154
O 1.07827 -0.23223 1.44201 -2.42 0.04 -1.02 -0.310
H 2.29127 1.55853 -0.54071 -0.84 -1.01 -1.22 0.126
H 0.59870 1.17249 -0.69416 -0.44 0.57 -0.04 -0.040
H 1.40399 1.66448 -2.18889 0.34 -0.74 1.11 0.113
H 2.55027 -0.70319 -2.00739 -0.03 -0.28 0.49 0.139
H -1.99004 1.61559 1.08046 0.18 0.40 0.46 0.018
H -0.43983 2.18971 0.34433 0.14 0.58 0.42 0.017
H -1.78099 1.53641 -0.62255 0.71 -0.78 0.19 0.059
H -1.36599 -1.56791 2.85274 0.17 1.14 -0.67 0.061
H -2.41609 -0.65395 1.55525 0.60 -1.64 0.83 0.056
H -1.71460 -2.39399 1.42684 0.17 0.77 -0.78 0.055
```
Forces are in eV/Å.

Which value of relative energy (zero: lowest compared OMol25 entry of this formula, charge and spin) does entry 3 give?
424.62 kJ/mol

Copy entry 3 word for word.
C4H10NO3P in the gas phase at a distorted geometry, computed with ωB97M-V with the def2-TZVPD basis set.

* SMILES string: C/C=[N+](/[O-])OP(C)(C)=O
* relative energy (zero: lowest compared OMol25 entry of this formula, charge and spin): 424.62 kJ/mol

Structure (XYZ):
```
19
Properties=species:S:1:pos:R:3:forces:R:3:lowdin_charge:R:1
C 1.50704 1.06459 -1.22513 0.56 1.91 -0.32 -0.091
C 1.68175 -0.36207 -1.45349 0.85 -0.57 -0.75 -0.101
N 0.87947 -1.32245 -1.08105 2.76 2.55 -1.94 -0.376
O 1.16082 -2.49201 -1.11860 -1.00 -2.31 0.33 0.026
O -0.38341 -0.85576 -0.71193 -0.56 -0.83 1.04 -0.171
P -0.30465 -0.31997 0.84180 -0.05 1.47 1.04 0.682
C -1.22259 1.46192 0.32981 -0.30 -2.27 1.07 -0.109
C -1.53340 -1.36020 1.77065 -0.85 1.00 -0.24 -0.154
O 1.07827 -0.23223 1.44201 -2.42 0.04 -1.02 -0.310
H 2.29127 1.55853 -0.54071 -0.84 -1.01 -1.22 0.126
H 0.59870 1.17249 -0.69416 -0.44 0.57 -0.04 -0.040
H 1.40399 1.66448 -2.18889 0.34 -0.74 1.11 0.113
H 2.55027 -0.70319 -2.00739 -0.03 -0.28 0.49 0.139
H -1.99004 1.61559 1.08046 0.18 0.40 0.46 0.018
H -0.43983 2.18971 0.34433 0.14 0.58 0.42 0.017
H -1.78099 1.53641 -0.62255 0.71 -0.78 0.19 0.059
H -1.36599 -1.56791 2.85274 0.17 1.14 -0.67 0.061
H -2.41609 -0.65395 1.55525 0.60 -1.64 0.83 0.056
H -1.71460 -2.39399 1.42684 0.17 0.77 -0.78 0.055
```
Forces are in eV/Å.

What is the relative energy (zero: lowest compared OMol25 entry of this formula, charge and spin) in the second record?
260.47 kJ/mol

Which value of relative energy (zero: lowest compared OMol25 entry of this formula, charge and spin) does entry 2 give?
260.47 kJ/mol